Here is a molecular structure, C50H51F6N5O3S2SbY in a non-equilibrium geometry from the Open Molecules 2025 dataset. Energies are from wB97M-V/def2-TZVPD.

```
119
Properties=species:S:1:pos:R:3:forces:R:3
Y 0.5068 -0.2178 -0.6920 1.0346 -0.0518 -0.8254
F -2.2625 2.8850 -6.0520 0.0395 -0.1080 0.0375
C -1.6826 1.9068 -5.3356 0.1183 0.1383 0.1297
F -2.5777 0.9268 -5.1996 -0.2128 -0.1729 0.0320
F -0.6650 1.4315 -6.0591 0.1484 -0.0637 -0.1053
C -1.2135 2.4230 -3.9932 -0.1094 0.1774 -0.1806
C -1.4011 3.7585 -3.6960 -0.0300 0.0828 -0.0146
C -0.9954 4.2658 -2.4679 -0.0288 0.0763 -0.0679
C -0.4136 3.3904 -1.5862 0.2538 -0.2174 0.0005
N -0.2141 2.0921 -1.8628 0.0120 -0.1336 0.4311
C -0.6036 1.5868 -3.0458 0.0458 -0.2243 -0.0129
S -0.2978 -0.1301 -3.2305 -0.2189 0.3456 -0.0316
H -1.8679 4.4060 -4.4253 -0.0061 -0.0146 -0.0010
H -1.1304 5.3069 -2.2049 -0.0096 -0.0715 -0.0287
H -0.0762 3.7383 -0.6177 0.0218 -0.0444 0.0021
O -3.8399 -6.2375 -0.9234 -0.0962 0.0681 0.0872
C -4.3040 -5.0742 -0.2719 0.2270 -0.0604 -0.1486
C -3.2056 -4.0491 -0.2815 -0.1501 -0.1232 -0.0083
C -3.3026 -2.9108 0.4985 -0.0934 0.1480 0.1604
C -2.2890 -1.9812 0.4490 0.1277 -0.0890 -0.1742
N -1.1974 -2.1079 -0.3237 0.0900 0.1876 0.0687
C -1.0983 -3.2253 -1.0761 0.2691 0.1229 -0.1679
C -2.0774 -4.1990 -1.0734 -0.0955 -0.1630 -0.0115
C 0.1284 -3.3833 -1.9193 -0.2415 -0.0085 0.2326
C 0.3538 -4.5119 -2.6928 -0.0530 -0.1536 -0.0565
C 1.5037 -4.5965 -3.4583 0.0637 -0.1033 -0.1057
C 1.7891 -5.7925 -4.3233 -0.2378 0.0029 0.1398
O 0.7568 -6.7374 -4.1412 0.1268 0.0180 -0.0610
C 2.3994 -3.5351 -3.4237 0.1226 0.0639 -0.0450
C 2.1086 -2.4542 -2.6265 -0.0192 -0.0016 0.0260
N 1.0042 -2.3832 -1.8767 0.0620 0.5515 -0.0655
H -4.5384 -6.8996 -0.9248 0.0194 -0.0043 -0.0319
H -4.5947 -5.2689 0.7627 -0.0054 -0.0535 0.0847
H -5.1704 -4.6440 -0.7829 -0.0778 0.0243 -0.0433
H -4.1537 -2.7326 1.1466 0.0510 -0.0286 -0.0456
H -2.3602 -1.0945 1.0560 -0.0113 0.0692 0.0251
H -1.9852 -5.0871 -1.6785 -0.0284 0.0281 0.0284
H -0.3461 -5.3315 -2.7222 0.0308 0.0055 -0.0175
H 2.7657 -6.1967 -4.0456 0.0732 -0.0648 0.0355
H 1.8549 -5.4563 -5.3614 -0.0172 0.0139 -0.0932
H 0.9129 -7.4938 -4.7156 -0.0219 0.0098 0.0152
H 3.3068 -3.5397 -4.0175 -0.0627 -0.0309 0.0358
H 2.7711 -1.5967 -2.5868 -0.0321 0.0134 0.0045
C 6.2771 1.9198 -1.9010 -0.0196 -0.0239 -0.0876
C 4.9291 1.2872 -2.2418 0.2587 0.0459 -0.1960
S 3.7617 1.5081 -0.9266 -0.4624 -0.3590 0.2466
O 2.5204 0.7442 -1.4065 -0.1380 -0.3925 0.2492
C 3.3076 3.2205 -1.1020 -0.0268 0.2874 -0.0512
C 2.8782 3.6341 -2.5059 0.0092 0.0574 0.0898
H 6.9766 1.7272 -2.7136 -0.0113 -0.0100 0.0311
H 6.7016 1.5066 -0.9858 -0.0318 -0.0120 -0.0137
H 6.2071 3.0030 -1.7877 -0.0488 -0.0459 -0.0228
H 4.9854 0.2016 -2.3416 0.1415 0.0043 -0.0170
H 4.4883 1.6830 -3.1544 -0.0058 -0.0166 -0.0639
H 4.1617 3.7871 -0.7193 -0.0677 0.0521 -0.0522
H 2.5017 3.3229 -0.3688 -0.0105 0.0424 -0.0537
H 3.7362 3.8363 -3.1453 0.0015 -0.0273 0.0054
H 2.2953 4.5532 -2.4436 0.0256 -0.0153 -0.0054
H 2.2505 2.8745 -2.9753 0.0204 -0.0006 0.0661
F 4.0982 -5.7834 3.0533 -0.0074 -0.0404 0.0803
C 4.4525 -5.3624 1.8365 -0.0425 0.1047 -0.0173
F 5.7543 -5.0738 1.8531 0.0807 -0.0031 0.0121
F 4.2598 -6.3710 0.9795 -0.0043 -0.0908 -0.0602
C 3.6244 -4.1661 1.4239 0.0334 -0.0752 0.0418
C 2.2526 -4.1946 1.6035 -0.0865 -0.1305 0.0539
C 1.5141 -3.1079 1.1828 0.0205 0.1480 -0.0428
N 2.0661 -2.0273 0.6155 -0.2876 0.0989 0.0745
C 3.3909 -2.0095 0.4646 -0.0946 -0.0037 0.0254
C 4.2093 -3.0562 0.8485 0.1287 0.0514 -0.0680
H 1.7625 -5.0474 2.0565 0.0343 0.0364 -0.0123
H 0.4353 -3.1039 1.2882 0.0715 -0.0039 0.0180
H 3.8150 -1.1192 0.0172 -0.0162 0.0060 0.0052
H 5.2789 -2.9998 0.7002 -0.0234 -0.0084 0.0099
N 2.5930 0.4698 2.7859 0.0934 -0.0245 0.0560
C 2.1956 0.5746 1.7055 -0.1302 -0.0017 -0.0092
H 2.8987 0.3531 3.7336 -0.0131 0.0190 -0.0189
C 1.1640 3.7480 2.7529 -0.0121 0.0831 0.0017
C -0.0708 4.4208 2.2071 -0.0103 0.0625 -0.0193
C -0.1724 5.8101 2.2872 0.0429 0.0006 0.0001
C -1.2896 6.4815 1.8160 -0.0289 0.0032 -0.0039
C -2.3396 5.7702 1.2472 0.0226 0.0071 0.0045
C -2.2622 4.3884 1.1600 0.1278 0.0935 0.0613
C -1.1368 3.7139 1.6427 -0.0320 0.2343 0.0486
Sb -1.0840 1.6200 1.3871 -0.4660 -0.2573 0.3043
C -0.9328 0.6687 3.2955 0.0882 -0.0752 0.2339
C -0.5962 -0.6848 3.1580 -0.0046 0.0530 0.1114
C -0.4430 -1.5282 4.2452 -0.0114 0.1043 0.0684
C -0.6065 -1.0038 5.5218 -0.0036 0.0040 -0.0173
C -0.9106 0.3392 5.6781 0.0067 0.0475 -0.0238
C -1.0772 1.2004 4.5863 0.0115 0.0761 -0.0448
C -1.3822 2.6532 4.8778 -0.0532 -0.1611 0.0240
C -3.0897 1.2977 0.7486 -0.2724 0.0752 -0.0783
C -3.2102 0.9657 -0.6059 -0.1029 0.0030 0.1007
C -4.4446 0.7237 -1.1942 0.0211 0.0228 0.0986
C -5.5849 0.8176 -0.4122 -0.0341 0.0186 0.0691
C -5.4804 1.1525 0.9338 -0.0080 -0.0102 -0.0723
C -4.2493 1.4044 1.5383 0.0251 -0.0700 -0.0498
C -4.2182 1.7896 2.9937 0.0360 0.0103 -0.0489
H 1.2216 3.8437 3.8403 -0.0290 0.0345 -0.0559
H 2.0731 4.1964 2.3456 -0.0347 0.0273 -0.0003
H 1.1946 2.6850 2.5265 -0.0596 -0.0107 -0.0175
H 0.6425 6.3731 2.7310 -0.0395 -0.0262 -0.0167
H -1.3432 7.5612 1.8958 0.0073 -0.0721 -0.0110
H -3.2150 6.2883 0.8737 0.0462 -0.0299 0.0318
H -3.0799 3.8404 0.7073 0.0095 -0.0216 0.0190
H -0.4376 -1.1079 2.1714 0.0111 0.0158 -0.0829
H -0.1982 -2.5748 4.1039 -0.0102 0.0497 0.0000
H -0.4955 -1.6393 6.3925 -0.0102 0.0476 -0.0395
H -1.0309 0.7427 6.6792 0.0056 -0.0234 -0.0781
H -2.1529 2.7340 5.6458 0.0221 -0.0301 -0.0018
H -1.7238 3.2048 4.0070 0.0103 -0.0594 -0.0082
H -0.4949 3.1602 5.2642 -0.0211 -0.0388 0.0098
H -2.3358 0.8880 -1.2394 0.1036 -0.0136 -0.0029
H -4.5063 0.4681 -2.2459 0.0127 0.0247 0.0586
H -6.5616 0.6398 -0.8467 0.0456 0.0017 0.0256
H -6.3801 1.2321 1.5359 0.0560 -0.0115 -0.0596
H -5.2242 1.8046 3.4118 0.0361 0.0084 -0.0312
H -3.7900 2.7861 3.1277 0.0072 -0.0128 -0.0193
H -3.6220 1.0906 3.5809 0.0188 -0.0136 0.0057
```
Forces are in eV/Å.

## Properties
Largest force on an atom ... 0.0258 Eh/bohr
ΔE to the lowest compared entry with this formula, charge and spin ... 0.0 kcal per mole
Lowest unoccupied orbital energy ... -4.93 eV
Charge ... +2
E ... -4109.26858 Ha

Results of the Mulliken charge analysis, in e, for atoms 1 through 6: 0.983 -0.309 0.590 -0.190 -0.228 -0.578



Here is a molecular structure, C22H24BN12O2SV in a non-equilibrium geometry from the Open Molecules 2025 dataset. Energies are from wB97M-V/def2-TZVPD.

```
63
Properties=species:S:1:pos:R:3:forces:R:3
V 0.1714 -1.6021 0.7714 0.1186 0.2874 -0.8289
C -0.8184 2.1617 2.7882 0.0489 -0.2895 0.2044
C -0.7179 0.7650 2.7300 -0.1183 0.0923 -0.0358
N 0.0738 0.4019 1.7407 0.2401 -0.4923 -0.1483
N 0.5502 1.5214 1.1563 0.2027 -0.4627 -0.7896
C 0.0023 2.5900 1.7719 0.2257 0.3456 -0.0954
B 1.5197 1.2453 -0.0710 0.5397 -0.0663 -0.0447
N 2.6311 0.2312 0.4697 -0.3601 -0.0269 -0.2610
C 3.9559 0.3634 0.7029 -0.3497 -0.3336 0.4362
C 4.4242 -0.7791 1.3416 -0.9004 0.2048 -0.6298
C 3.2866 -1.5982 1.4141 0.1554 -0.2147 -0.0437
N 2.2346 -0.9906 0.8816 -0.1942 0.0078 0.3549
N 0.7662 0.5840 -1.3091 -0.1229 0.0017 0.1095
C 0.6611 0.9749 -2.6065 -0.1698 -0.3195 0.2046
C -0.1406 0.0670 -3.2857 0.3997 -0.0349 0.8351
C -0.4690 -0.8849 -2.3136 -0.0624 0.1704 0.3640
N 0.0625 -0.5493 -1.1422 0.0854 -0.4363 0.2637
N 2.2436 2.4668 -0.6297 0.1418 0.0835 -0.0980
C 2.0389 3.8023 -0.5101 0.4853 -0.0372 -0.5912
C 2.9001 4.4501 -1.3783 -0.1788 -0.4401 0.3245
C 3.6187 3.3939 -1.9894 -0.4211 0.4147 0.2004
N 3.2147 2.2200 -1.5574 -0.2009 -0.1764 0.3676
H -1.3829 2.7408 3.5071 0.1686 -0.0032 -0.2488
H -1.1865 0.0074 3.3351 -0.0243 -0.0002 0.0354
H 0.2527 3.5932 1.4825 -0.0876 -0.0242 0.0837
H 4.4561 1.2496 0.4060 0.3242 0.4941 -0.1417
H 5.4264 -1.0218 1.6293 0.1507 0.0644 0.0996
H 3.1855 -2.6113 1.7880 -0.0063 0.2242 -0.0161
H 1.1883 1.8314 -2.9665 0.1041 0.2950 -0.0462
H -0.4148 0.0329 -4.3163 -0.0167 0.1987 -0.3238
H -1.0766 -1.7774 -2.3784 0.0832 0.0529 -0.0555
H 1.3100 4.1936 0.1634 -0.0829 0.2105 0.0367
H 2.9898 5.5128 -1.5253 0.0531 -0.0375 -0.0139
H 4.3950 3.4377 -2.7281 0.1619 0.0793 -0.1532
C -4.4808 -1.5640 1.1488 0.1943 0.0757 0.3496
C -3.1063 -1.0754 0.7933 0.9890 0.0392 0.0627
N -2.0294 -1.6776 1.2214 -0.4243 0.0606 -0.0088
N -2.2678 -2.8264 1.9948 -0.0906 0.7712 -0.5082
C -1.2515 -3.2764 2.6775 -0.0399 -0.2710 0.0468
N -1.4951 -4.4353 3.3480 -0.0396 -0.2525 0.2128
S 0.3560 -2.6369 2.9105 -0.3296 0.0081 -0.0769
C -3.0530 0.1500 -0.1027 -0.1428 0.4183 -0.3131
C -4.1689 0.4606 -0.9024 -0.1046 -0.7503 0.4854
C -4.1824 1.5980 -1.6885 0.0876 0.1268 -0.2856
C -3.0625 2.4200 -1.7170 -0.1046 -0.6188 0.4002
C -2.0044 2.0398 -0.9083 -0.0589 -0.1244 0.1549
N -2.0006 0.9737 -0.1201 -0.1476 -0.5536 0.3346
H -4.4566 -2.0824 2.1038 0.0215 0.0123 -0.0627
H -4.8177 -2.2769 0.4026 -0.1427 -0.1731 -0.1543
H -5.1846 -0.7357 1.1975 -0.0031 -0.0325 -0.0193
H -2.3090 -4.9577 3.0750 -0.1660 0.0566 -0.0837
H -0.6905 -4.9809 3.5917 0.1201 0.0110 0.1243
H -5.0186 -0.2218 -0.8758 0.1294 0.3605 -0.2043
H -5.0500 1.8285 -2.2959 0.0163 -0.0356 0.0450
H -2.9846 3.3052 -2.3190 -0.1288 0.2045 -0.1848
H -1.0985 2.6253 -0.8738 0.1332 0.2213 -0.0433
C 2.5699 -2.7542 -1.8834 0.1781 -0.0638 0.1381
O 1.5376 -3.6515 -1.4301 -0.2570 0.2100 0.2384
C 0.7852 -3.1188 -0.4786 0.4713 0.9456 0.0811
O -0.3361 -3.5121 -0.2278 -0.7154 -0.2944 0.2631
H 3.5065 -3.3041 -1.8526 0.1096 0.1088 0.0246
H 2.6027 -1.8566 -1.2544 0.0802 -0.3463 -0.2388
H 2.3379 -2.4800 -2.9067 -0.0275 0.0544 -0.1326
```
Forces are in eV/Å.

## Properties
Largest force on an atom ... 0.0217 Eh/bohr
ΔE to the lowest compared entry with this formula, charge and spin ... 0.0 kcal per mole
Spin multiplicity ... 3
Lowest unoccupied orbital energy (alpha / beta) ... 0.07 / 0.07 eV
Charge ... 0
⟨S²⟩ ... 2.0486
E ... -3027.50507 Ha

Results of the Mulliken charge analysis, in e, for atoms 1 through 6: 0.185 -1.427 -0.250 -0.133 0.480 0.113



Here is 2 unconnected molecules or ions with the total composition C2H6N3 in a non-equilibrium geometry from the Open Molecules 2025 dataset. Energies are from wB97M-V/def2-TZVPD.

```
11
Properties=species:S:1:pos:R:3:forces:R:3
C -0.4132 0.3267 0.3518 -4.1587 -4.2936 0.5767
C 0.0371 1.4944 -0.3219 -1.1988 2.3861 -1.1856
N -1.9628 -0.9220 0.2991 2.8933 3.1883 -0.1881
N 0.8345 0.2033 0.1970 0.0989 0.6212 -0.5624
N 1.7294 -0.6675 -0.2746 1.1789 -0.5295 0.1036
H -0.3085 1.6216 -1.4177 0.8612 -0.5161 1.6083
H 0.1104 2.4998 0.2149 0.8279 -1.7661 -0.5071
H -1.4580 -1.8251 0.4473 -1.0394 1.0646 0.8112
H 1.4261 -1.6324 -0.4494 -0.1217 0.7184 0.2736
H 2.7376 -0.5659 -0.0052 -1.6657 0.3019 -0.1328
H -2.7326 -0.5328 0.9588 2.3240 -1.1753 -0.7974
```
Forces are in eV/Å.

## Properties
Largest force on an atom ... 0.1168 Eh/bohr
ΔE to the lowest compared entry with this formula, charge and spin ... 162.2 kcal per mole
Lowest unoccupied orbital energy ... -5.44 eV
Charge ... +1
E ... -243.57641 Ha

Results of the Mulliken charge analysis, in e, for atoms 1 through 6: 0.278 -0.290 -0.449 0.259 -0.482 0.253